No. 1
# C6H8O2

A molecular structure, C6H8O2 (wB97M-V/def2-TZVPD, the Open Molecules 2025 dataset).

CARTESIAN COORDINATES (ANGSTROEM)
C (-1.148, 0.192, 0.281)
C (-0.124, -0.440, 1.089)
C (0.855, -0.954, 0.131)
H (-0.473, -0.957, 1.913)
H (0.059, -0.467, -1.996)
C (0.603, 0.008, -1.161)
C (0.498, 1.058, 1.155)
H (1.851, -0.883, 0.343)
H (-1.673, 0.769, 1.003)
H (0.595, -1.994, -0.135)
H (-1.326, -1.263, -0.858)
C (-0.033, 1.037, -0.309)
H (1.525, 0.438, -1.764)
H (-0.134, 2.006, -0.878)
O (-1.923, -0.519, -0.674)
O (0.848, 1.970, 1.860)

The value obtained for the relative energy (zero: lowest compared OMol25 entry of this formula, charge and spin) is 75.87 kcal/mol. The value obtained for the energy is -10443.4362 eV. The lowest unoccupied orbital energy comes out at 0.51 eV. For the strongest force on any atom, the calculation gives 4.94 eV/Å. Its HOMO energy is -0.343 Eh. Its HOMO-LUMO gap is 9.84 eV.

=====

No. 2
# C38H27F3N2O7Pm

A molecular structure, C38H27F3N2O7Pm (wB97M-V/def2-TZVPD, the Open Molecules 2025 dataset).

CARTESIAN COORDINATES (ANGSTROEM)
H (0.108, -7.020, -1.575)
C (-4.085, 0.096, -1.985)
H (-4.122, 1.262, -2.129)
C (4.314, -0.218, 1.594)
H (2.272, 5.591, -1.626)
H (0.687, -6.521, 0.665)
H (-3.331, -3.915, 1.607)
C (1.314, 2.612, 5.002)
H (-3.054, -2.199, -0.757)
C (0.588, 1.861, 2.926)
O (-0.580, 1.364, 6.191)
C (-0.013, 1.715, 5.149)
C (0.739, -3.777, -2.110)
C (-2.641, -3.068, 1.794)
O (1.589, 3.478, 5.850)
C (-2.230, 2.342, -0.658)
C (1.620, 4.994, -2.226)
C (1.222, -3.468, -0.845)
C (0.342, -1.241, -0.032)
C (1.667, -2.005, -0.590)
H (2.272, -1.537, -2.645)
C (2.813, -1.782, 0.392)
H (-4.344, 1.588, 3.652)
H (-3.740, -1.046, 3.281)
C (-3.450, -1.523, -0.075)
C (-5.006, 1.440, 2.790)
O (0.436, 1.633, 1.690)
C (0.657, 4.324, -1.452)
C (-4.013, -0.313, -0.507)
F (3.716, 6.239, -3.720)
H (0.661, 4.446, -0.368)
C (2.763, 5.581, -4.418)
N (-0.288, -0.583, -1.039)
H (2.224, 0.111, 1.345)
H (-5.198, 2.489, 2.375)
C (1.682, 4.881, -3.608)
C (1.135, -4.425, 0.272)
H (-1.773, -3.309, 1.214)
O (2.856, 2.777, 3.069)
H (4.547, 0.797, 1.851)
C (-4.609, 0.568, 0.449)
H (6.339, -0.715, 1.696)
C (3.889, -2.674, 0.387)
F (3.499, 4.637, -5.164)
C (3.063, -0.632, 1.092)
H (-5.177, 1.396, 0.131)
H (1.566, -4.216, 1.255)
H (1.176, 3.534, -5.201)
N (1.728, -1.163, -1.881)
C (-3.752, -0.752, 2.213)
H (3.832, -3.697, -0.041)
H (-5.981, 1.043, 3.105)
F (2.144, 6.431, -5.270)
H (-3.212, -0.254, -2.472)
C (-0.496, 1.549, 3.768)
C (0.306, -5.065, -2.335)
C (5.395, -1.099, 1.435)
H (-0.069, -5.333, -3.329)
C (5.152, -2.382, 0.981)
C (0.502, -0.583, -2.202)
H (0.766, -3.035, -2.920)
C (-0.204, 3.383, -2.049)
O (-1.691, 1.214, 3.279)
C (-0.002, 3.136, -3.463)
C (1.821, 2.434, 3.615)
C (0.366, -6.008, -1.327)
Pm (-1.555, 0.580, 1.070)
C (-4.396, 0.445, 1.793)
O (0.217, -0.162, -3.288)
H (-0.598, 2.387, -3.993)
O (-0.161, -1.354, 1.132)
C (-3.298, -1.752, 1.321)
H (-2.373, -2.919, 2.888)
C (0.760, -5.708, -0.031)
C (-1.244, 2.754, -1.275)
H (-4.981, -0.374, -2.440)
H (5.934, -3.085, 0.921)
C (0.989, 3.795, -4.193)

The value obtained for the energy is -81866.7425 eV. The lowest unoccupied orbital energy (spin up / spin down) comes out at 2.07 / 2.07 eV. Its multiplicity is 5. For the strongest force on any atom, the calculation gives 4.34 eV/Å. Its expectation value of S² is 6.005. The charge is -1. Its HOMO energy (spin up / spin down) is -0.184 / -0.184 Eh. Its HOMO-LUMO gap (spin up / spin down) is 7.06 / 7.07 eV.

=====

No. 3
# C53H60BCl3N7OSW

A molecular structure, C53H60BCl3N7OSW (wB97M-V/def2-TZVPD, the Open Molecules 2025 dataset).

CARTESIAN COORDINATES (ANGSTROEM)
N (0.560, -2.325, 0.527)
C (2.990, 1.435, -4.117)
W (-0.660, -0.927, -0.469)
H (0.475, -4.996, 3.653)
H (3.772, -2.443, -0.639)
H (4.104, 3.302, -4.105)
B (-1.712, 0.241, 4.071)
C (4.276, 6.151, 4.732)
H (0.134, 2.561, -0.441)
H (3.067, 3.075, -2.691)
H (1.305, 2.241, 4.275)
C (-3.943, -4.418, 2.629)
H (-1.284, -3.880, 2.938)
H (3.548, 6.061, 1.496)
C (4.050, -5.140, 0.984)
C (0.519, 2.050, 0.423)
H (-2.094, 2.320, 0.033)
H (4.157, -2.225, -4.600)
H (1.033, 3.579, 1.956)
C (0.091, 1.110, -2.849)
H (3.640, 0.979, -4.866)
H (5.102, 3.684, 4.191)
H (-2.798, -0.115, 4.447)
C (1.160, 0.324, -2.614)
H (1.111, -3.841, 5.763)
C (4.198, 5.500, 3.536)
H (5.232, 3.972, 2.452)
C (5.301, 0.349, 0.848)
S (3.751, 7.777, 4.649)
C (1.176, -3.309, 4.814)
C (1.329, -3.561, 2.331)
C (-3.833, -1.387, -1.355)
C (5.663, -0.929, 2.864)
C (4.270, 1.058, 2.926)
C (-3.568, -3.527, 1.491)
N (-1.827, -0.513, -3.067)
H (-3.606, -2.835, -3.694)
H (4.207, -3.148, -3.101)
H (-3.465, -4.058, 3.544)
C (3.806, -3.803, 1.682)
C (-3.566, -5.877, 2.371)
C (-2.814, 1.673, -0.467)
H (3.727, 2.091, 4.723)
C (4.839, -0.049, 3.543)
H (4.497, -3.053, 1.296)
H (2.209, -4.880, 3.741)
H (-3.253, 3.015, -2.119)
H (3.849, -5.067, -0.086)
C (-5.835, -3.144, 0.342)
H (1.431, -0.576, 2.026)
H (-3.828, -6.503, 3.223)
H (3.399, -5.917, 1.387)
H (5.710, -2.613, -3.854)
C (2.402, -3.320, 1.515)
H (5.157, -1.150, -1.905)
C (3.688, 6.364, 2.523)
C (2.326, -1.261, -1.620)
H (-1.541, 1.433, 4.171)
H (-4.089, -6.261, 1.495)
H (1.829, 0.569, 4.140)
C (-1.617, -2.985, -2.832)
H (6.119, -1.762, 3.379)
H (4.063, 2.084, 1.068)
C (4.678, -2.331, -3.648)
C (3.385, 2.029, 3.683)
C (-2.206, -3.067, 1.230)
C (0.186, -3.007, 1.683)
C (-2.109, 0.652, -1.308)
H (5.139, -0.234, -3.389)
H (-4.303, 3.219, -0.715)
C (-2.592, -3.095, -3.997)
C (3.726, 2.567, -3.396)
C (3.214, -0.603, -2.582)
C (4.620, -1.028, -2.848)
H (-0.813, -0.391, 4.587)
H (4.574, 2.175, -2.831)
C (-1.127, -3.313, 2.033)
N (-2.172, -2.321, 0.087)
C (1.928, 1.560, 3.697)
H (-2.495, -5.984, 2.189)
H (-6.231, -1.012, 0.520)
H (5.082, -5.463, 1.112)
H (-3.345, 1.146, 0.328)
H (0.099, 1.912, -3.572)
C (1.302, -4.281, 3.640)
N (-1.470, -0.270, 1.400)
H (-6.183, -4.073, 0.798)
H (0.289, -2.681, 4.716)
H (-6.072, -3.225, -0.722)
H (-2.607, -4.120, -4.366)
H (-5.016, -4.336, 2.807)
H (-0.613, -3.296, -3.149)
C (-2.680, -0.627, -1.802)
H (-7.646, -2.030, 0.797)
C (2.514, 0.395, -3.158)
C (0.956, 2.569, 1.597)
C (-3.780, 2.485, -1.326)
Cl (4.539, -0.362, 5.230)
C (1.213, 0.398, 1.625)
C (1.926, -2.564, 0.401)
H (4.029, -3.891, 2.749)
C (3.404, 7.611, 2.980)
H (-2.308, -2.440, -4.819)
Cl (6.897, -1.833, 0.655)
C (-1.411, -1.602, -2.295)
H (-4.840, -1.208, -1.699)
C (-1.159, 0.585, -2.320)
C (2.738, -2.130, -0.642)
C (4.514, 1.235, 1.567)
C (-3.506, -2.223, -0.349)
O (3.378, 3.309, 3.098)
N (0.672, 0.679, 0.440)
H (2.140, 1.841, -4.670)
C (-1.604, -0.096, 2.538)
H (2.045, -2.651, 4.855)
C (-6.571, -1.952, 0.957)
H (-6.389, -1.898, 2.030)
N (1.078, -0.744, -1.713)
C (4.572, 4.074, 3.319)
C (5.880, -0.720, 1.514)
N (1.400, 1.510, 2.340)
C (-4.357, -3.029, 0.517)
H (3.019, 8.449, 2.424)
H (-1.881, -3.652, -2.011)
H (-4.528, 1.844, -1.792)
H (5.476, 0.491, -0.209)
Cl (4.811, 5.494, 6.228)

The value obtained for the relative energy (zero: lowest compared OMol25 entry of this formula, charge and spin) is 0.00 kcal/mol. The value obtained for the energy is -119310.9912 eV. The lowest unoccupied orbital energy (spin up / spin down) comes out at -3.58 / -4.13 eV. Its multiplicity is 3. For the strongest force on any atom, the calculation gives 0.79 eV/Å. Its expectation value of S² is 2.099. The charge is +1. Its HOMO energy (spin up / spin down) is -0.328 / -0.374 Eh. Its HOMO-LUMO gap (spin up / spin down) is 5.35 / 6.06 eV.

=====

No. 4
# C24H23FGe2N2O5S4Ti

A molecular structure, C24H23FGe2N2O5S4Ti (wB97M-V/def2-TZVPD, the Open Molecules 2025 dataset).

CARTESIAN COORDINATES (ANGSTROEM)
H (-3.413, -1.237, -2.148)
F (4.264, -3.180, -1.476)
H (4.316, 1.196, -1.068)
N (1.932, -4.773, 0.732)
C (-2.555, -1.556, 1.877)
H (-3.370, 5.150, -2.839)
C (-3.671, -1.218, -1.089)
S (-2.201, 1.987, 2.999)
H (-4.678, 3.538, -1.491)
C (3.485, -3.401, -0.417)
O (1.049, -4.061, 2.710)
Ge (-0.669, 0.760, -0.111)
H (2.237, 1.694, 0.143)
H (4.304, -0.406, -2.958)
H (0.097, -0.944, -2.473)
C (-1.493, 4.198, -2.424)
H (-4.277, -2.099, -0.868)
H (-3.218, -0.770, 2.239)
S (1.051, 2.702, 2.621)
O (-1.814, 6.706, 0.317)
C (-0.257, 3.715, 2.053)
C (1.315, -1.007, 2.717)
H (-1.680, -1.634, 2.534)
H (2.537, -2.382, 3.763)
N (2.661, -2.803, 1.720)
C (1.815, -3.894, 1.785)
O (0.939, -0.300, 3.701)
C (-1.568, 3.439, 2.237)
C (2.555, -1.859, 2.809)
C (-2.957, 2.400, -0.910)
Ge (-2.037, -1.272, -0.007)
C (3.393, 0.713, -1.367)
C (-0.852, 3.155, -1.770)
H (2.182, -1.464, -3.653)
C (1.019, -0.477, -2.145)
S (0.149, 5.164, 1.172)
C (-1.005, -2.846, -0.552)
C (3.437, -2.546, 0.604)
H (-3.076, -2.511, 1.964)
H (-4.273, -0.330, -0.905)
H (-1.483, -3.742, -0.149)
O (0.663, -0.913, 1.647)
H (-0.916, 4.906, -3.004)
H (0.224, 3.052, -1.864)
C (2.696, -4.631, -0.427)
C (1.009, 0.403, -1.063)
C (2.195, -0.769, -2.823)
H (0.004, -2.776, -0.156)
H (4.002, -1.624, 0.600)
C (2.214, 0.995, -0.687)
H (-3.541, 1.724, -0.294)
S (-2.716, 4.589, 1.604)
C (-1.526, 5.701, 0.896)
C (-3.604, 3.431, -1.576)
H (1.310, -5.569, 0.762)
C (-2.872, 4.335, -2.331)
O (2.654, -5.437, -1.323)
H (3.419, -1.194, 2.803)
H (-0.949, -2.941, -1.636)
C (3.387, -0.175, -2.433)
C (-1.576, 2.241, -1.003)
Ti (-0.263, 0.843, 2.433)

The value obtained for the relative energy (zero: lowest compared OMol25 entry of this formula, charge and spin) is 0.00 kcal/mol. The value obtained for the energy is -220688.1494 eV. The lowest unoccupied orbital energy comes out at -0.97 eV. For the strongest force on any atom, the calculation gives 0.53 eV/Å. Its HOMO energy is -0.300 Eh. Its HOMO-LUMO gap is 7.19 eV.